Density functional theory data (wB97M-V/def2-TZVPD) for the molecule C10H9ClN2O3 at a distorted geometry.

Positions of all 25 atoms, in Å:
O (-0.448, 1.808, -0.252)
Cl (0.286, 1.530, 5.137)
N (0.334, -2.105, -1.454)
O (0.691, -2.381, 0.788)
O (-0.730, 0.387, -2.026)
C (-0.436, 0.686, -0.744)
C (0.282, -1.628, -0.259)
C (0.798, -0.935, 4.143)
C (0.915, -1.887, 3.131)
C (0.171, 0.729, 2.494)
C (0.433, 0.386, 3.843)
C (0.667, -1.531, 1.830)
C (0.263, -0.241, 1.485)
N (-0.036, -0.332, 0.126)
C (-0.746, 1.002, -4.350)
C (-0.732, 1.522, -2.927)
H (0.048, -1.446, -2.166)
H (0.970, -1.183, 5.167)
H (1.131, -2.918, 3.413)
H (-0.131, 1.736, 2.232)
H (0.068, 0.288, -4.502)
H (-0.673, 1.771, -5.071)
H (-1.732, 0.485, -4.502)
H (0.205, 2.037, -2.806)
H (-1.596, 2.220, -2.729)

Computed properties:
- Kohn-Sham gap: 9.20 eV
- F_max: 5.064 eV/A
- HOMO: -8.54 eV
- Energy relative to the best compared isomer or geometry (same formula, charge and spin): 2.1 kcal per mole
- Spin multiplicity: 1